(1)
# C3H3InO4

C3H3InO4 as an isolated structure at a distorted geometry (the ωB97M-V functional and the def2-TZVPD basis, the OMol25 dataset).

## Properties
ΔE to the lowest compared entry with this formula, charge and spin: 9.1 kcal/mol
<S²>: 0.781
DFT total energy: -605.605173 a.u.
Gap between HOMO and LUMO (spin up / spin down): 6.537 / 7.609 eV
LUMO level (spin up / spin down): -18.25 / -18.10 eV
F_max: 6.86 eV/A
Total charge: +3
Spin multiplicity: 2

Last column: Mulliken charge in e.
Atoms and positions in Å:
C 0.912673 -2.169367 0.525354  0.462
C 0.984900 -0.977461 -0.188937  0.355
H 1.748740 -0.215902 -0.363441  0.408
In -0.631982 -3.210742 1.394465  1.068
O 1.699775 -2.537056 -0.483417  -0.009
O -0.537400 -0.042468 -0.090870  -0.325
C -0.823897 1.167917 -0.202801  0.849
O 0.009775 2.158269 -0.117777  -0.294
O -2.078163 1.486861 -0.240924  -0.281
H 0.935692 1.893014 -0.007519  0.344
H -2.220113 2.446936 -0.224133  0.424

Atoms 1-6, force components in eV/Å:
C 4.0 0.1 -3.8
C -1.1 3.5 1.0
H 0.3 -0.5 -0.3
In -2.8 -2.4 1.9
O -3.0 2.0 2.0
O 2.4 -6.4 -0.2


(2)
# C5H12BNO4

One molecule with the formula C5H12BNO4 at a distorted geometry (the ωB97M-V functional and the def2-TZVPD basis, the OMol25 dataset).

## Properties
ΔE to the lowest compared entry with this formula, charge and spin: 116.1 kcal/mol
DFT total energy: -578.236519 a.u.
SMILES: CCCC[C@@H](B(O)O)[N+](=O)[O-]
Gap between HOMO and LUMO: 10.769 eV
LUMO level: 0.17 eV
F_max: 5.12 eV/A
Spin multiplicity: 1

Last column: Mulliken charge in e.
Atoms and positions in Å:
C 0.206610 1.512785 3.379430  -1.290
C 0.190411 0.304961 2.408618  -0.699
C 0.349438 0.669183 0.909179  -0.323
C 0.181732 -0.588953 -0.058893  -0.784
C -0.107169 -0.176474 -1.463014  -0.085
B 0.217308 -1.324391 -2.474763  0.622
O 1.404033 -1.208248 -3.193960  -0.578
O -0.667165 -2.334791 -2.770560  -0.540
N -1.520276 0.314060 -1.834509  1.084
O -1.769213 0.586853 -2.971175  -0.626
O -2.189486 0.380604 -0.849980  -0.602
H 0.513395 1.403389 4.362493  0.430
H 1.143431 2.168470 3.116330  0.241
H -0.673008 2.026417 3.224618  0.337
H 0.924153 -0.357458 2.676105  0.484
H -0.777815 -0.133457 2.532043  0.324
H 1.184937 1.399460 0.982734  0.281
H -0.639280 1.282186 0.668200  0.198
H 1.092231 -1.166079 0.167595  0.425
H -0.638043 -1.064864 0.385061  0.382
H 0.532839 0.791731 -1.716170  0.153
H 1.623990 -1.963714 -3.788301  0.286
H -0.583053 -2.521670 -3.691083  0.280

Atoms 1-6, force components in eV/Å:
C 4.0 0.4 -3.2
C -1.4 1.8 -0.3
C -3.2 1.5 0.8
C 1.6 2.8 2.4
C 2.1 1.8 -2.3
B 1.0 -0.1 -1.8


(3)
# C20H14I2N3O5SbSe4Ta

C20H14I2N3O5SbSe4Ta as an isolated structure at a distorted geometry (the ωB97M-V functional and the def2-TZVPD basis, the OMol25 dataset).

## Properties
ΔE to the lowest compared entry with this formula, charge and spin: 38.6 kcal/mol
DFT total energy: -11809.722996 a.u.
Gap between HOMO and LUMO: 5.540 eV
LUMO level: 1.03 eV
F_max: 1.35 eV/A
Total charge: -1
Spin multiplicity: 1

Last column: Mulliken charge in e.
Atoms and positions in Å:
Ta 0.823162 -1.633041 1.452928  0.555
O 3.140010 -0.414897 4.622387  -0.630
C 2.742519 -0.794975 3.557231  0.281
O 1.481662 -0.824024 3.159560  -0.585
C 3.637051 -1.328782 2.454812  0.575
C 4.825099 -2.027620 2.561001  -0.694
C 5.323617 -2.646835 1.419490  -0.261
C 4.646776 -2.559364 0.201819  -0.872
C 3.516469 -1.784775 0.190280  0.909
N 3.042418 -1.164515 1.271098  -0.079
C 2.430424 -1.767851 -0.906275  0.353
O 2.583704 -1.281339 -1.992699  -0.637
O 1.368186 -2.310771 -0.393514  -0.486
H 5.296701 -2.150928 3.525081  0.489
H 6.212777 -3.258576 1.503025  0.412
H 4.951154 -3.100251 -0.681731  0.509
I -0.178610 3.864654 -4.293006  0.023
C 0.074811 2.544882 -2.692677  -0.427
C 0.849317 2.923927 -1.612748  -0.309
C 1.004551 2.032193 -0.561607  -0.496
I 2.139191 2.595029 1.094190  0.031
C 0.381490 0.789763 -0.576663  0.295
O 0.556595 -0.040553 0.455602  0.318
C -0.423231 0.421213 -1.661581  1.245
C -1.233328 -0.851817 -1.635927  -2.081
N -2.418740 -0.676265 -0.822436  0.204
C -3.421224 0.206359 -1.350239  -1.246
C -3.359117 1.646551 -0.867569  0.855
C -4.115619 2.605795 -1.543536  -0.853
C -4.076986 3.918568 -1.118670  -0.320
C -3.285450 4.240268 -0.024789  -0.601
C -2.575184 3.220002 0.583884  -0.280
N -2.604001 1.950965 0.179144  -0.118
C -0.548129 1.305416 -2.720146  -0.412
H 1.327287 3.892536 -1.580352  0.413
H -1.469078 -1.136454 -2.674630  0.352
H -0.647183 -1.663467 -1.210007  0.545
H -2.785054 -1.548009 -0.472842  0.346
H -3.391492 0.238732 -2.452139  0.295
H -4.411856 -0.181134 -1.094824  0.507
H -4.712444 2.315386 -2.400306  0.378
H -4.648327 4.680916 -1.633773  0.403
H -3.214479 5.254085 0.345432  0.391
H -1.942669 3.426734 1.441053  0.402
H -1.158910 1.020594 -3.567638  0.430
Se 0.017197 -5.270229 3.236626  -0.378
Sb -2.313781 -3.972992 3.380079  0.231
Se -1.456597 -1.744843 2.208304  -0.287
Se 1.621891 -3.991574 2.087524  -0.066
Se -3.602570 -4.968690 1.611772  -0.629

Atoms 1-6, force components in eV/Å:
Ta -0.7 0.2 1.1
O 0.1 0.0 0.1
C -0.1 -0.1 -0.2
O 0.2 0.3 0.4
C 0.1 0.4 -0.3
C 0.0 0.2 0.1


(4)
# C8H14N4

An isolated ion of composition C8H14N4 and charge +2 at a distorted geometry (the ωB97M-V functional and the def2-TZVPD basis, the OMol25 dataset).

## Properties
ΔE to the lowest compared entry with this formula, charge and spin: 54.1 kcal/mol
<S²>: 2.027
DFT total energy: -531.374718 a.u.
Gap between HOMO and LUMO (spin up / spin down): 6.905 / 5.415 eV
LUMO level (spin up / spin down): -6.67 / -12.29 eV
F_max: 6.33 eV/A
Total charge: +2
Spin multiplicity: 3

Last column: Mulliken charge in e.
Atoms and positions in Å:
C 1.016649 -2.288471 -0.399657  -0.283
C 2.908329 1.558146 1.440700  -0.281
C -0.816986 1.658116 -0.267825  -0.737
C -1.808097 -0.355120 -1.581777  -1.003
C -1.742073 1.096795 0.867348  -0.608
C 1.440828 -0.291534 0.658934  -0.587
C -0.612405 0.452585 -1.155766  0.380
C -1.009775 -0.761706 -0.338130  -0.131
N 2.255156 0.643696 1.019746  0.005
N -0.246145 -1.998850 -0.426603  -0.189
N 1.918907 -1.399347 0.007383  -0.085
N -1.300646 -0.347117 0.931124  -0.103
H 1.398046 -3.050805 -1.067731  0.346
H 3.247502 1.583875 2.404257  0.316
H 3.180301 2.396744 0.841498  0.292
H -1.331016 2.405700 -0.868283  0.452
H 0.083067 2.190027 -0.084848  0.290
H -2.819364 0.045252 -1.425104  0.167
H -1.685414 -1.041730 -2.369189  0.398
H -1.775486 1.606545 1.819226  0.422
H -2.791852 1.025134 0.459170  0.345
H 0.197912 0.365357 -1.774408  0.407
H -0.784881 -2.789569 -0.849285  0.342
H 2.977148 -1.663842 -0.056003  0.357
H 0.306750 -0.219319 0.979341  1.061
H -2.206448 -0.820556 1.235887  0.426

Atoms 1-6, force components in eV/Å:
C 4.2 -1.0 -1.3
C 1.2 2.3 -0.5
C -1.7 -0.3 -0.6
C -0.5 2.4 1.0
C 0.9 0.2 -1.8
C 0.3 -0.4 0.9


(5)
# C5H4N2O4STl

C5H4N2O4STl as an isolated structure at a distorted geometry (the ωB97M-V functional and the def2-TZVPD basis, the OMol25 dataset).

## Properties
ΔE to the lowest compared entry with this formula, charge and spin: 0.0 kcal/mol
DFT total energy: -1172.779191 a.u.
Gap between HOMO and LUMO (spin up / spin down): 6.430 / 5.067 eV
LUMO level (spin up / spin down): -15.44 / -16.79 eV
F_max: 5.27 eV/A
Total charge: +3
Spin multiplicity: 1

Last column: Mulliken charge in e.
Atoms and positions in Å:
O 0.248437 1.234427 3.588767  0.014
C 0.475554 0.752435 2.576093  0.122
Tl 0.819635 -0.444324 0.063540  1.211
O 3.802010 -2.861301 0.613927  0.089
C 2.900042 -2.176377 0.472969  0.084
C 0.482869 2.325767 -0.809920  0.172
O 0.349828 3.407218 -1.150124  0.008
C -0.027313 -0.943316 -2.569460  0.124
O -0.464362 -1.128858 -3.612290  0.011
N -4.671948 -0.523015 -0.624239  -0.336
C -3.871128 -0.059668 0.358106  0.908
N -4.498450 0.182547 1.529839  -0.338
S -2.181490 0.092588 0.171877  0.029
H -5.681730 -0.514851 -0.554948  0.253
H -4.261859 -0.730515 -1.523386  0.198
H -3.958982 0.524753 2.308017  0.199
H -5.507150 0.196501 1.617718  0.252

Atoms 1-6, force components in eV/Å:
O 0.8 -1.7 -3.5
C -0.7 1.5 3.3
Tl 0.8 0.0 -0.1
O -3.1 2.3 -0.5
C 2.8 -2.0 0.4
C -0.3 3.0 -1.0


(6)
# C31H44N7O13

A 8-piece molecular cluster, C31H44N7O13 overall at a distorted geometry (the ωB97M-V functional and the def2-TZVPD basis, the OMol25 dataset).

## Properties
ΔE to the lowest compared entry with this formula, charge and spin: 62.4 kcal/mol
DFT total energy: -2568.245067 a.u.
Gap between HOMO and LUMO: 6.112 eV
LUMO level: 0.23 eV
F_max: 15.64 eV/A
Total charge: -1
Spin multiplicity: 1

Last column: Mulliken charge in e.
Atoms and positions in Å:
C -0.284931 1.040183 0.047104  0.468
O -1.511306 0.764219 0.338181  -0.876
O 0.259378 0.145684 -0.825732  0.153
O 0.355188 2.077887 0.253479  -0.641
H -0.246687 -0.714010 -0.712268  0.118
C 1.539625 -6.063280 -5.226620  -0.434
C 0.388804 -5.019865 -5.022050  -0.391
C 0.243849 -4.202943 -3.832178  -0.348
C 1.102655 -4.593194 -2.519488  0.002
C 2.265492 -5.597733 -2.781991  -0.250
C 2.401696 -6.341693 -4.142969  -0.382
N 0.832769 -3.883889 -1.258378  1.041
O -0.012491 -2.999701 -1.224978  -0.601
O 1.519992 -4.233110 -0.286438  -0.588
H 1.811022 -6.512568 -6.218305  0.320
H -0.330087 -5.024652 -5.907908  0.296
H -0.486346 -3.515965 -3.611633  0.735
H 3.138592 -5.930232 -1.956191  0.226
H 3.123607 -7.203068 -4.103134  0.299
C -4.948030 3.469457 0.753429  -0.489
C -6.142840 4.294289 0.940353  -0.342
C -6.949092 4.236261 2.343003  -0.880
C -6.318166 3.633625 3.492418  0.517
C -5.224428 2.518861 3.129394  -0.551
C -4.500895 2.571547 1.772044  -0.564
N -6.702589 4.023711 4.856917  0.837
O -5.761887 4.001574 5.738783  -0.538
O -7.822532 3.872889 5.147096  -0.514
H -4.507081 3.463421 -0.254908  0.371
H -6.516198 5.011208 0.116173  0.280
H -7.698745 4.908706 2.514097  0.448
H -4.690456 2.039289 3.975308  0.324
H -3.797491 2.029970 1.659878  1.082
C 2.919555 3.449884 -3.068346  -0.418
C 3.565832 3.101359 -4.377673  -0.474
C 3.910974 1.627659 -4.641538  -0.364
C 3.730592 0.637461 -3.415447  -0.291
C 2.918586 1.107006 -2.235245  0.854
C 2.613164 2.587575 -1.966782  -0.528
N 4.227161 -0.743913 -3.522909  0.874
O 5.001701 -1.018479 -4.565507  -0.574
O 4.021425 -1.571483 -2.606145  -0.505
H 2.471250 4.496647 -3.016644  0.279
H 3.879866 3.879932 -5.094335  0.366
H 4.673301 1.483496 -5.637309  0.248
H 2.484166 0.259569 -1.568430  -0.063
H 2.198467 2.891068 -1.003714  0.549
C -1.832748 -0.649453 3.224910  0.346
O -2.830003 -0.201569 3.917445  -0.739
N -0.949243 -1.532991 3.617913  0.333
C 0.185881 -1.775299 2.775873  -1.303
C -1.073074 -2.480944 4.748651  -1.042
H -1.533004 -0.014459 2.274849  0.190
H 1.166024 -1.870424 3.408217  0.201
H 0.508084 -0.933941 2.147779  -0.153
H 0.192390 -2.648759 2.416310  1.150
H -2.162251 -2.634634 5.133149  0.268
H -0.366264 -2.281890 5.484495  0.363
H -0.938981 -3.460165 4.286409  0.358
C -2.201633 -1.050342 -3.947907  -0.551
O -3.100298 -1.881603 -3.984586  -0.594
N -1.303602 -0.955609 -5.014863  0.143
C -0.002080 -0.270262 -4.785922  -0.895
C -1.687734 -1.494921 -6.281259  -0.999
H -2.025664 -0.614148 -3.065060  0.923
H 0.447951 0.714743 -4.366111  0.273
H 0.500245 -0.162406 -5.655112  0.413
H 0.628841 -1.057358 -4.286104  0.329
H -0.764388 -1.506201 -6.978948  0.269
H -2.430194 -0.821007 -6.781118  0.328
H -2.117575 -2.441018 -6.230231  0.375
C 3.237585 0.598100 2.063589  -0.320
O 3.270160 1.342297 3.150825  -0.713
N 3.745074 -0.655065 1.981250  0.308
C 3.421057 -1.585291 0.917935  -0.385
C 4.528517 -1.175946 3.212536  -1.181
H 2.794428 0.964848 1.272895  0.793
H 3.118138 -2.640887 1.205584  0.312
H 4.466370 -1.604147 0.231450  0.261
H 2.611187 -1.041441 0.341082  -0.254
H 4.008289 -1.831088 3.695184  0.494
H 4.775844 -0.435253 3.850881  0.401
H 5.411819 -1.808604 2.792650  0.272
C -1.306743 3.643265 3.194139  -0.248
O -2.072938 4.631358 3.377565  -0.702
N -0.449208 3.261769 4.208918  0.211
C 0.271635 1.944332 4.011327  -0.802
C -0.365427 3.832703 5.561590  -1.036
H -1.432048 3.071126 2.325546  0.724
H -0.066967 1.293780 4.793543  0.412
H 1.356206 2.196890 4.298642  0.364
H 0.391507 1.523966 3.127932  -0.044
H 0.424657 3.291582 6.140208  0.342
H -1.371498 3.980497 6.164671  0.235
H -0.224754 4.771208 5.548815  0.491

Atoms 1-6, force components in eV/Å:
C -3.6 1.3 -0.4
O 2.0 0.2 0.5
O 0.8 -2.7 -0.2
O 0.5 -0.5 0.5
H 0.6 1.6 -0.3
C -0.7 2.1 2.2